Formula: C20H28N4O3S
Source: the OMol25 dataset
Level of theory: ωB97M-V/def2-TZVPD

Calculated values
Structure (SMILES): Cc1cc(C)n(CCC(=O)N2CCN(S(=O)(=O)c3ccc(C)c(C)c3)CC2)n1
Energy above the lowest of the compared OMol25 structures with the same formula, charge and spin: 2.075 eV
HOMO-LUMO gap: 0.34227 hartree
E_HOMO: -8.63 eV
Multiplicity: 1

Atoms and positions in Å:
C (-0.4837, -2.5640, -1.6421)
C (-1.7173, -2.2832, -0.8582)
N (-2.6642, -1.4738, -1.3070)
N (-3.6011, -1.4188, -0.3520)
C (-3.2701, -2.1742, 0.7195)
C (-2.0539, -2.7538, 0.4214)
H (-1.4873, -3.4233, 1.0364)
C (-4.1064, -2.2720, 1.9413)
H (-3.6173, -2.9192, 2.6640)
H (-4.2333, -1.2829, 2.3813)
H (-5.0897, -2.6840, 1.7134)
C (-4.7372, -0.5500, -0.5120)
H (-5.3681, -0.6477, 0.3712)
H (-5.2986, -0.8483, -1.4030)
C (-4.2666, 0.9047, -0.6607)
C (-3.3891, 1.2215, 0.5454)
O (-3.7493, 0.8983, 1.6656)
N (-2.2054, 1.8435, 0.3410)
C (-1.6307, 2.2449, -0.9247)
H (-2.3998, 2.4636, -1.6629)
C (-0.6789, 1.1462, -1.4114)
N (0.3254, 0.8636, -0.4059)
S (1.6723, 1.8731, -0.4035)
O (1.9010, 2.2796, -1.7598)
O (1.5710, 2.9008, 0.5992)
C (2.9124, 0.6878, 0.0859)
C (3.6171, 0.8330, 1.2620)
C (4.5492, -0.1333, 1.6018)
C (4.7746, -1.2333, 0.7837)
C (4.0503, -1.3689, -0.4090)
C (3.1213, -0.3951, -0.7443)
H (2.5510, -0.4578, -1.6580)
C (4.2697, -2.5441, -1.3094)
H (4.0587, -3.4746, -0.7837)
H (5.3054, -2.5818, -1.6445)
H (3.6247, -2.4832, -2.1813)
C (5.7866, -2.2650, 1.1734)
H (6.5616, -2.3457, 0.4123)
H (6.2555, -2.0091, 2.1195)
H (5.3179, -3.2434, 1.2708)
H (5.1112, -0.0316, 2.5186)
H (3.4315, 1.6932, 1.8853)
C (-0.2065, 0.6161, 0.9179)
C (-1.1803, 1.7172, 1.3611)
H (-1.6599, 1.4511, 2.3035)
H (-0.6431, 2.6626, 1.4640)
H (0.6395, 0.5561, 1.6038)
H (-0.7254, -0.3485, 0.9008)
H (-0.1447, 1.4639, -2.3066)
H (-1.2390, 0.2266, -1.6127)
H (-1.0534, 3.1593, -0.7477)
H (-3.7272, 0.9929, -1.5984)
H (-5.1325, 1.5681, -0.6682)
H (-0.6303, -2.2698, -2.6778)
H (0.3554, -1.9999, -1.2319)
H (-0.2404, -3.6239, -1.5973)

Mulliken population analysis, charges in e, atoms 1 to 4:
1. C -1.128
2. C 0.986
3. N -1.123
4. N 0.830

***

Formula: C20H28N4O3S2
Source: the OMol25 dataset
Level of theory: ωB97M-V/def2-TZVPD

Calculated values
Energy above the lowest of the compared OMol25 structures with the same formula, charge and spin: 19.096 eV
HOMO-LUMO gap: 0.31263 hartree
E_HOMO: -8.83 eV
Multiplicity: 1

Atoms and positions in Å:
C (0.1460, 2.2543, -0.2223)
C (1.4043, 1.3049, -0.3080)
N (2.5949, 1.8900, -0.6537)
C (3.5328, 0.9411, -0.6729)
C (3.3424, -0.5503, -0.4862)
C (1.9805, -0.8897, 0.0419)
N (0.9181, -0.0853, 0.1754)
C (1.8661, -2.2203, 0.2827)
O (2.6392, -2.6701, 1.1096)
N (0.9768, -3.0417, -0.1855)
C (-0.1560, -2.3570, -1.0616)
H (-0.1037, -1.3973, -1.3971)
C (-1.4594, -3.0420, -0.6025)
C (-1.5654, -4.2727, -0.1627)
C (-0.4513, -4.8467, 0.5674)
C (0.8298, -4.4522, 0.2200)
H (1.7575, -4.8110, 0.8282)
H (1.0219, -5.0070, -0.7700)
H (-0.4352, -4.2938, 1.6283)
H (-0.4970, -5.8694, 0.9141)
H (-2.5921, -4.5844, 0.1805)
H (-1.6656, -4.8102, -0.9904)
H (-2.2399, -2.4628, -1.1758)
C (-1.8301, -1.9802, 0.9457)
N (-1.7186, -0.4310, 0.3103)
S (-2.7081, 0.0341, -0.5574)
O (-3.9093, -1.0516, -0.6503)
O (-2.0907, 0.5747, -1.7926)
C (-3.3867, 1.4555, 0.3928)
C (-3.6065, 1.5935, 1.6637)
C (-4.0198, 3.0630, 1.8562)
C (-4.0183, 3.7486, 0.6971)
S (-3.4390, 2.9956, -0.5781)
H (-4.2536, 4.6886, 0.7550)
H (-4.3614, 3.2032, 2.8932)
H (-3.5565, 1.0228, 2.3308)
H (-0.7333, -0.2673, 0.1990)
H (-2.7777, -2.2428, 1.3854)
H (-1.0688, -2.2127, 1.5804)
H (-0.1065, -2.9793, -1.9289)
H (4.2228, -1.1420, -0.1646)
C (4.6671, 1.6436, -0.7329)
H (4.5793, 2.2223, -1.7739)
H (5.4609, 0.6474, -1.2320)
C (5.2585, 2.4126, 0.1616)
C (5.8247, 1.3460, 1.3833)
H (4.8581, 0.7664, 1.7537)
H (6.1793, 1.8251, 2.2848)
H (6.4487, 0.7719, 1.0026)
C (6.4884, 3.1798, -0.1290)
H (7.0397, 3.7244, 0.6166)
H (7.4129, 2.4667, -0.5705)
H (6.5892, 3.8728, -1.0829)
H (4.6650, 2.9851, 0.6459)
H (0.5593, 3.1865, -0.4288)
H (-0.5844, 2.0209, -0.8445)
H (-0.4196, 2.1884, 0.5953)

Mulliken population analysis, charges in e, atoms 1 to 4:
1. C -1.784
2. C 0.194
3. N -0.451
4. C 0.834

***

Formula: C20H28N8
Source: the OMol25 dataset
Level of theory: ωB97M-V/def2-TZVPD

Calculated values
Structure (SMILES): c1cc[nH]c1.c1cc[nH]c1.CC#N.CC#N.CC#N.CC#N.CC#N.CC#N
Energy above the lowest of the compared OMol25 structures with the same formula, charge and spin: 0.264 eV
HOMO-LUMO gap: 0.30015 hartree
E_HOMO: -7.92 eV
Multiplicity: 1

Atoms and positions in Å:
C (-1.5339, 18.8289, -29.1744)
C (-2.8398, 19.4856, -29.0828)
N (-3.8700, 19.9885, -29.0367)
H (-0.7809, 19.5596, -29.4652)
H (-1.6137, 18.0208, -29.8968)
H (-1.2133, 18.4431, -28.2085)
C (-9.6343, 21.7464, -32.0829)
C (-10.3319, 22.9440, -32.5703)
N (-10.8766, 23.8791, -32.9512)
H (-9.7461, 20.9363, -32.7971)
H (-10.0998, 21.4086, -31.1575)
H (-8.5965, 22.0327, -31.9432)
C (-8.7943, 20.4460, -25.5589)
C (-9.7164, 21.1081, -26.4896)
N (-10.4269, 21.5333, -27.2852)
H (-9.3627, 19.7342, -24.9673)
H (-8.2716, 21.1992, -24.9763)
H (-8.0380, 19.9249, -26.1402)
C (-8.8709, 16.4044, -31.4585)
C (-7.4819, 16.8080, -31.2758)
N (-6.4121, 17.1885, -31.1163)
H (-9.3216, 16.9994, -32.2537)
H (-9.4040, 16.5031, -30.5186)
H (-8.9149, 15.3867, -31.8487)
C (-7.2881, 19.8311, -29.0258)
C (-6.7067, 20.9893, -28.3515)
N (-6.2377, 21.9340, -27.8994)
H (-6.4815, 19.4063, -29.6200)
H (-8.1219, 20.1559, -29.6457)
H (-7.6798, 19.1354, -28.2852)
C (-5.2878, 20.3590, -32.3379)
C (-6.6152, 19.8445, -32.7002)
N (-7.6426, 19.4483, -33.0239)
H (-4.6966, 20.2422, -33.2490)
H (-4.8818, 19.7612, -31.5278)
H (-5.3367, 21.4264, -32.1388)
N (-3.1372, 26.8853, -27.0992)
C (-2.1763, 26.0214, -27.5589)
C (-2.7971, 24.8340, -27.8352)
C (-4.1620, 24.9526, -27.4725)
C (-4.3457, 26.2400, -27.0326)
H (-2.9957, 27.8266, -26.7833)
H (-1.1515, 26.3448, -27.6179)
H (-2.3349, 23.9599, -28.2651)
H (-4.9555, 24.2260, -27.5361)
H (-5.2095, 26.7735, -26.6741)
N (-4.8825, 17.8241, -24.7563)
C (-5.5763, 18.9592, -25.0761)
C (-5.7774, 19.6644, -23.9277)
C (-5.2692, 18.8902, -22.8499)
C (-4.6851, 17.7779, -23.3942)
H (-4.5600, 17.1198, -25.3930)
H (-5.7149, 19.2462, -26.1067)
H (-6.2951, 20.6023, -23.8186)
H (-5.4568, 19.1613, -21.8242)
H (-4.2459, 16.9130, -22.9272)

Mulliken population analysis, charges in e, atoms 1 to 4:
1. C -0.879
2. C 0.371
3. N -0.341
4. H 0.280

***

Formula: C20H28NO2
Source: the OMol25 dataset
Level of theory: ωB97M-V/def2-TZVPD

Calculated values
Structure (SMILES): COCC[NH2+]CCOc1ccc(C(C)(C)c2ccccc2)cc1
Energy above the lowest of the compared OMol25 structures with the same formula, charge and spin: 1.207 eV
Total charge: +1
HOMO-LUMO gap: 0.28982 hartree
E_HOMO: -10.64 eV
Multiplicity: 1

Atoms and positions in Å:
C (-4.7507, -1.8617, -1.8356)
H (-5.4530, -2.6930, -1.7458)
H (-3.7776, -2.2456, -2.1321)
H (-5.1138, -1.1633, -2.5954)
O (-4.5567, -1.2276, -0.5820)
C (-5.7078, -0.6612, -0.0039)
C (-5.8058, 0.8200, -0.4303)
N (-4.4316, 1.3616, -0.3529)
H (-4.2387, 2.0414, -1.0923)
H (-3.8075, 0.5144, -0.4982)
C (-4.0047, 1.9131, 0.9527)
H (-4.4252, 2.9060, 1.1131)
C (-2.4733, 1.9395, 0.9547)
O (-2.0928, 0.6726, 0.4740)
C (-0.7541, 0.2941, 0.5302)
C (-0.4928, -1.0219, 0.1776)
C (0.8056, -1.4944, 0.1832)
C (1.8659, -0.6679, 0.5353)
C (1.5792, 0.6463, 0.8879)
C (0.2850, 1.1360, 0.8871)
H (0.1104, 2.1645, 1.1624)
H (2.3855, 1.3106, 1.1593)
C (3.3083, -1.1377, 0.5977)
C (4.1840, -0.1078, -0.1012)
C (5.3732, 0.3672, 0.4330)
C (6.1490, 1.2768, -0.2674)
C (5.7509, 1.7241, -1.5136)
C (4.5682, 1.2533, -2.0589)
C (3.7956, 0.3466, -1.3588)
H (2.8724, -0.0140, -1.7917)
H (4.2487, 1.5917, -3.0338)
H (6.3576, 2.4316, -2.0581)
H (7.0711, 1.6345, 0.1660)
H (5.7120, 0.0343, 1.4010)
C (3.6505, -1.3142, 2.0846)
H (4.6334, -1.7623, 2.2024)
H (3.6272, -0.3621, 2.6088)
H (2.9205, -1.9760, 2.5472)
C (3.5354, -2.4787, -0.1139)
H (4.6008, -2.6979, -0.1272)
H (3.1876, -2.4400, -1.1433)
H (3.0314, -3.2895, 0.4068)
H (0.9792, -2.5213, -0.0926)
H (-1.3173, -1.6640, -0.0914)
H (-2.1032, 2.1161, 1.9706)
H (-2.0937, 2.7373, 0.2994)
H (-4.3513, 1.2363, 1.7345)
H (-6.4847, 1.3777, 0.2136)
H (-6.1586, 0.8907, -1.4602)
H (-6.6173, -1.2001, -0.2815)
H (-5.5763, -0.7361, 1.0788)

Mulliken population analysis, charges in e, atoms 1 to 4:
1. C -0.769
2. H 0.340
3. H 0.239
4. H 0.339

***

The lowest energy above the lowest of the compared OMol25 structures with the same formula, charge and spin belongs to which entry?
C20H28N8

***

Which of these has the lowest E_HOMO?
C20H28NO2

***

HOMO-LUMO gap of number 2 (C20H28N4O3S2)?
0.31263 hartree